A molecular structure, C16H31BeNP2Se at a distorted geometry. Source: the Open Molecules 2025 dataset; level of theory: wB97M-V/def2-TZVPD.

Last column: Löwdin charge in e.
CARTESIAN COORDINATES (ANGSTROEM)
P 0.145 -1.751 2.061  0.6505
P -0.031 1.624 2.042  0.8286
C -0.178 -0.672 0.461  -0.4112
C 0.340 0.763 0.465  -0.3851
H -1.268 -0.688 0.316  0.0677
H 0.269 -1.233 -0.377  0.0386
H 1.432 0.780 0.325  0.0859
H -0.103 1.324 -0.373  0.0533
C -1.740 2.238 1.943  -0.2401
H -1.937 2.841 2.842  0.0514
H -2.448 1.394 1.935  0.0452
H -1.887 2.856 1.043  0.0475
C 1.052 3.021 2.338  -0.2593
H 1.030 3.725 1.498  0.0463
H 2.076 2.662 2.498  0.0497
H 0.717 3.526 3.252  0.0515
C -0.982 -3.102 1.570  -0.2251
H -0.907 -3.929 2.287  0.0438
H -0.760 -3.472 0.563  0.0482
H -2.016 -2.727 1.587  0.0475
C 1.855 -2.280 1.681  -0.2193
H 2.520 -1.402 1.738  0.0444
H 1.909 -2.727 0.677  0.0458
H 2.180 -3.013 2.435  0.0442
Be 0.011 0.211 3.578  0.0515
C 0.549 1.699 -3.194  -0.1168
C -0.770 1.752 -2.985  -0.1289
C -1.808 1.014 -3.777  -0.1847
C -1.398 -0.384 -4.323  -0.2004
C -0.720 -1.281 -3.327  -0.1103
C 0.596 -1.350 -3.085  -0.1285
C 1.652 -0.553 -3.789  -0.1844
C 1.254 0.882 -4.239  -0.1985
C 0.154 -2.116 3.915  -0.3665
H 1.229 2.335 -2.615  0.1051
H -1.185 2.442 -2.241  0.0969
H -2.146 1.616 -4.638  0.1176
H -2.697 0.887 -3.141  0.1071
H -2.338 -0.889 -4.609  0.1095
H -0.815 -0.260 -5.246  0.0974
H -1.412 -1.966 -2.823  0.1046
H 0.988 -2.099 -2.391  0.0933
H 2.016 -1.088 -4.683  0.1176
H 2.524 -0.474 -3.121  0.1067
H 2.199 1.407 -4.463  0.1095
H 0.692 0.828 -5.182  0.0977
H 0.851 -1.503 4.514  0.0255
H 0.497 -3.160 4.011  0.0163
H -0.866 -2.063 4.318  0.0380
Se -0.122 2.134 7.639  0.5915
C -0.113 1.373 6.084  -0.9069
N -0.087 0.846 5.007  -0.0101

Calculated values
Max |F|, hartree/bohr: 0.08365
HOMO energy, Eh: -0.181
Gap between HOMO and LUMO, eV: 5.22
Electronic energy, eV: -102907.308
LUMO, hartree: 0.0109

=====

6 unconnected molecules or ions with the total composition C16H31Cl10FO3S at a distorted geometry. Source: the Open Molecules 2025 dataset; level of theory: wB97M-V/def2-TZVPD.

Last column: natural (NBO) charge in e.
CARTESIAN COORDINATES (ANGSTROEM)
C 7.304 2.735 -1.757  -0.3480
C 6.211 3.442 -2.130  -0.2228
C 4.923 2.670 -2.402  -0.1236
O 4.096 2.535 -1.206  -0.7148
S 2.910 1.418 -1.358  1.7487
O 2.759 1.102 -2.757  -0.9430
O 1.551 2.298 -0.970  -0.7144
C 0.464 1.373 -0.821  -0.1401
C -0.722 1.708 -1.741  0.1847
C -0.685 3.130 -2.277  -0.6404
F -0.674 0.855 -2.851  -0.3754
H 7.325 2.125 -0.837  0.1884
H 8.191 2.738 -2.391  0.2026
H 6.260 4.522 -2.239  0.2120
H 5.231 1.712 -2.801  0.2040
H 4.361 3.255 -3.130  0.2079
H 0.114 1.283 0.216  0.2099
H 0.776 0.364 -1.119  0.2031
H -1.625 1.500 -1.168  0.1691
H -0.410 3.809 -1.470  0.2230
H -0.025 3.192 -3.139  0.2355
H -1.681 3.408 -2.632  0.2067
Cl -2.197 -3.137 1.504  -0.0619
C -3.443 -1.914 1.152  -0.3954
C -2.912 -0.792 0.299  -0.3899
Cl -1.732 0.223 1.176  -0.0744
H -3.830 -1.550 2.096  0.2339
H -4.249 -2.424 0.627  0.2248
H -3.729 -0.139 0.000  0.2346
H -2.427 -1.168 -0.601  0.2217
Cl 0.080 -5.315 2.152  -0.0502
C 1.005 -5.404 0.633  -0.3892
C 0.484 -6.478 -0.288  -0.3867
Cl 0.790 -8.116 0.345  -0.0617
H 2.050 -5.567 0.885  0.2229
H 0.915 -4.432 0.150  0.2258
H 0.989 -6.411 -1.251  0.2220
H -0.585 -6.375 -0.453  0.2244
Cl 8.564 1.366 0.467  -0.0527
C 9.515 1.195 1.971  -0.3871
C 9.853 2.532 2.581  -0.3885
Cl 11.014 3.448 1.587  -0.0566
H 10.411 0.624 1.739  0.2252
H 8.909 0.616 2.666  0.2244
H 10.316 2.384 3.555  0.2239
H 8.964 3.145 2.712  0.2251
Cl -5.375 -3.214 3.357  -0.0575
C -7.112 -3.408 3.003  -0.3874
C -7.418 -3.227 1.539  -0.3924
Cl -7.200 -1.533 1.020  -0.0594
H -7.664 -2.699 3.614  0.2256
H -7.383 -4.415 3.317  0.2247
H -8.458 -3.485 1.345  0.2244
H -6.788 -3.859 0.917  0.2212
Cl -9.173 1.707 0.269  -0.0544
C -7.851 2.764 -0.284  -0.3894
C -6.601 1.987 -0.611  -0.3868
Cl -5.844 1.289 0.846  -0.0552
H -7.667 3.506 0.489  0.2251
H -8.206 3.278 -1.176  0.2243
H -5.865 2.648 -1.065  0.2243
H -6.806 1.174 -1.304  0.2254

Calculated values
Max |F|, hartree/bohr: 0.04782
HOMO energy, Eh: -0.308
Gap between HOMO and LUMO, eV: 8.65
Electronic energy, eV: -162010.863
LUMO, hartree: 0.0098

=====

A molecular structure, C16H31Cl3N8O4PtS at a distorted geometry. Source: the Open Molecules 2025 dataset; level of theory: wB97M-V/def2-TZVPD.

Last column: natural (NBO) charge in e.
CARTESIAN COORDINATES (ANGSTROEM)
Pt -0.262 0.556 -0.912  1.1632
C -2.675 0.548 1.131  -0.2554
O -1.613 1.329 0.519  -0.5880
C -2.085 2.672 0.178  -0.0972
C -0.920 3.448 -0.371  -0.1043
O -0.528 2.742 -1.552  -0.5647
C 0.351 3.472 -2.434  -0.2551
H -2.921 0.997 2.092  0.2268
H -2.306 -0.462 1.263  0.1973
H -3.553 0.543 0.485  0.2206
H -2.471 3.139 1.085  0.2434
H -2.888 2.581 -0.556  0.2260
H -0.088 3.492 0.340  0.1928
H -1.223 4.470 -0.613  0.2514
H -0.140 4.400 -2.726  0.2325
H 0.498 2.856 -3.317  0.2061
H 1.299 3.690 -1.940  0.1968
N 1.412 0.021 1.517  -0.6668
C 1.187 -0.825 2.484  0.3628
C 2.126 -1.747 3.159  -0.5068
C 3.202 -2.528 2.384  -0.4200
C 3.850 -3.645 3.220  -0.2182
N 3.027 -4.836 3.401  -0.5778
C 3.499 -6.095 3.510  0.6845
N 2.640 -7.097 3.646  -0.7397
N 4.799 -6.349 3.469  -0.7451
C -0.799 -2.870 0.444  1.0499
O -0.500 -3.733 1.147  -0.4619
O -1.066 -1.951 -0.221  -0.5646
H 2.284 -0.033 0.983  0.4522
H 1.100 0.982 1.645  0.4566
H 0.315 -0.553 3.081  0.2367
H 1.540 -2.401 3.808  0.2628
H 2.592 -1.010 3.842  0.3199
H 4.022 -1.856 2.124  0.2462
H 2.797 -2.933 1.454  0.2304
H 4.138 -3.237 4.195  0.2262
H 4.763 -3.934 2.702  0.2323
H 2.033 -4.731 3.517  0.4085
H 1.645 -6.951 3.686  0.4281
H 2.961 -8.041 3.804  0.4445
H 5.498 -5.629 3.499  0.4308
H 5.137 -7.298 3.536  0.4461
C 5.842 1.380 -2.871  -0.6260
C 4.849 1.255 -1.722  -0.4663
C 3.476 0.841 -2.146  0.1211
N 2.455 0.714 -1.364  -0.3441
N 1.333 0.315 -2.047  -0.4112
C 1.501 0.134 -3.351  0.2601
N 0.548 -0.230 -4.198  -0.7475
S 3.132 0.463 -3.812  0.5231
H 6.813 1.688 -2.490  0.2690
H 5.526 2.130 -3.597  0.2304
H 5.984 0.429 -3.389  0.2256
H 4.762 2.201 -1.181  0.2579
H 5.206 0.527 -0.988  0.2426
H -0.398 -0.371 -3.881  0.4298
H 0.751 -0.407 -5.170  0.4493
Cl -4.648 0.095 -4.734  0.1646
C -4.360 -0.681 -3.185  -0.2661
Cl -5.543 -0.180 -1.969  0.1264
Cl -4.290 -2.439 -3.330  0.1383
C -3.043 -0.236 -2.698  0.4296
N -2.013 0.119 -2.337  -0.5165

Calculated values
Max |F|, hartree/bohr: 0.03760
HOMO energy, Eh: -0.719
Gap between HOMO and LUMO, eV: 6.80
Electronic energy, eV: -88815.037
Net charge: +4
LUMO, hartree: -0.4692

=====

A molecular structure, C16H31F3O3P2PbS at a distorted geometry. Source: the Open Molecules 2025 dataset; level of theory: wB97M-V/def2-TZVPD.

Last column: natural (NBO) charge in e.
CARTESIAN COORDINATES (ANGSTROEM)
P -0.436 2.021 -2.096  1.5496
P -1.166 -1.907 -1.392  1.4686
C -0.625 0.427 -2.962  -0.8144
C -1.726 -0.534 -2.481  -0.7287
H 0.374 -0.055 -2.918  0.3367
H -0.764 0.687 -4.027  0.2321
H -2.597 -0.022 -2.030  0.2330
H -2.069 -1.047 -3.397  0.2404
C -0.615 -3.141 -2.614  -0.9614
H -0.299 -4.048 -2.084  0.2483
H 0.200 -2.776 -3.256  0.2698
H -1.455 -3.414 -3.265  0.2231
C -2.535 -2.655 -0.511  -0.9892
H -2.974 -3.429 -1.153  0.2509
H -3.340 -1.940 -0.287  0.2591
H -2.209 -3.140 0.421  0.2672
C 0.840 2.843 -3.061  -0.9796
H 1.414 3.568 -2.453  0.2811
H 0.340 3.364 -3.892  0.2261
H 1.538 2.106 -3.475  0.2665
C -1.946 2.992 -2.259  -0.9894
H -2.837 2.348 -2.176  0.2446
H -1.940 3.460 -3.262  0.2485
H -2.003 3.782 -1.492  0.2542
Pb -1.674 0.051 3.613  1.2464
C 0.509 -1.469 -0.682  -0.4481
C 1.520 -0.929 -1.605  -0.6145
C 2.557 0.061 -1.304  -0.3896
C 2.515 0.902 0.006  -0.4063
C 1.595 1.998 -0.090  -0.6016
C 0.176 1.910 -0.413  -0.5642
C -0.629 0.762 0.323  -0.4045
C 0.050 -0.582 0.562  -0.4387
C -0.469 1.886 3.943  -1.1999
H 0.878 -2.430 -0.237  0.1932
H 1.618 -1.437 -2.590  0.1662
H 2.562 0.785 -2.156  0.1495
H 3.537 -0.453 -1.316  0.1767
H 2.315 0.287 0.895  0.1575
H 3.507 1.361 0.159  0.2099
H 1.984 2.995 0.076  0.1898
H -0.266 2.856 -0.031  0.2271
H -1.614 0.624 -0.160  0.1533
H -0.896 1.212 1.300  0.1970
H 0.917 -0.433 1.208  0.2562
H -0.626 -1.206 1.188  0.1757
H -0.276 1.989 5.020  0.2400
H -1.065 2.747 3.592  0.2142
H 0.495 1.864 3.417  0.2659
F 2.291 -3.054 4.687  -0.3066
C 1.171 -2.700 5.363  0.7241
F 0.140 -3.471 4.930  -0.3197
F 1.355 -2.905 6.688  -0.3086
S 0.770 -0.915 5.018  2.3017
O 1.828 -0.126 5.582  -0.8878
O 0.660 -0.914 3.539  -0.9885
O -0.608 -0.755 5.598  -1.0031

Calculated values
Max |F|, hartree/bohr: 0.06170
HOMO energy, Eh: -0.159
Gap between HOMO and LUMO, eV: 3.74
Electronic energy, eV: -66042.316
LUMO, hartree: -0.0214

=====

> Which formula does entry 1 have?

C16H31BeNP2Se